{
  "formula": "C6H16N2",
  "method": "wB97M-V/def2-TZVPD",
  "elements": ["C", "C", "C", "C", "C", "C", "N", "N", "H", "H", "H", "H", "H", "H", "H", "H", "H", "H", "H", "H", "H", "H", "H", "H"],
  "positions_angstrom": [[-0.754, 0.081, -0.199], [1.646, -0.294, 0.724], [-0.571, -0.938, 0.686], [-1.225, 1.432, 0.239], [-0.470, -0.086, -1.656], [1.982, 1.164, 0.793], [-2.715, -1.468, 0.248], [2.351, -1.015, -0.245], [1.643, -0.799, 1.685], [-3.392, -0.747, 0.507], [-2.899, -1.667, -0.737], [2.133, -2.000, -0.298], [2.366, -0.597, -1.166], [-0.285, -1.926, 0.361], [-0.794, -0.815, 1.734], [0.381, 0.545, -1.947], [-0.248, -1.119, -1.917], [-2.183, 1.657, -0.234], [-1.355, 1.489, 1.319], [-0.523, 2.211, -0.075], [-1.322, 0.246, -2.252], [1.831, 1.662, -0.171], [1.367, 1.675, 1.533], [3.036, 1.310, 1.067]],
  "forces_ev_per_angstrom": [[-0.332, -0.339, 0.179], [0.564, 0.064, 0.343], [-0.313, 0.487, -0.451], [0.024, -0.022, -0.031], [0.038, 0.051, 0.028], [-0.003, -0.048, -0.027], [-0.292, -0.366, 0.155], [0.115, -0.101, -0.178], [0.000, -0.015, 0.023], [0.125, 0.104, -0.070], [0.103, 0.138, -0.016], [-0.007, 0.068, -0.004], [-0.032, -0.021, 0.060], [0.068, -0.001, -0.036], [0.036, 0.043, 0.031], [-0.028, -0.030, -0.004], [0.012, -0.001, 0.024], [-0.001, 0.033, -0.006], [0.014, -0.015, -0.009], [-0.022, -0.021, 0.017], [-0.003, 0.018, -0.006], [-0.008, -0.018, 0.004], [0.005, -0.002, -0.006], [-0.062, -0.006, -0.020]],
  "mulliken_charge": [1.42, -0.11, -0.96, -1.50, -1.48, -1.20, -0.76, -0.48, 0.39, 0.20, 0.20, 0.27, 0.24, 0.36, 0.42, 0.28, 0.30, 0.43, 0.30, 0.35, 0.44, 0.22, 0.29, 0.39],
  "lumo_energy_ev": [0.78, 0.57],
  "largest_force_ev_per_a": 0.73,
  "e_tot_ha": -347.53432,
  "e_above_lowest_kcal_mol": 119.5
}

***

{
  "formula": "C23H28N3O3",
  "method": "wB97M-V/def2-TZVPD",
  "elements": ["C", "N", "C", "C", "C", "C", "C", "C", "C", "C", "N", "C", "N", "C", "C", "H", "H", "H", "H", "H", "H", "H", "H", "H", "H", "H", "C", "C", "O", "C", "C", "C", "O", "C", "C", "C", "C", "C", "C", "O", "H", "H", "H", "H", "H", "H", "H", "H", "H", "H", "H", "H", "H", "H", "H", "H", "H"],
  "positions_angstrom": [[-5.540, 1.621, 1.902], [-4.513, 2.578, 2.269], [-5.002, 3.905, 2.592], [-3.184, 2.336, 2.066], [-2.262, 3.406, 1.945], [-0.924, 3.155, 1.666], [-0.424, 1.839, 1.526], [0.938, 1.467, 1.139], [2.039, 2.282, 1.322], [3.370, 1.805, 1.177], [4.496, 1.493, 1.117], [1.997, 3.614, 1.821], [2.011, 4.700, 2.266], [-1.335, 0.786, 1.745], [-2.681, 1.005, 1.967], [-5.125, 0.615, 1.815], [-6.322, 1.625, 2.671], [-6.007, 1.884, 0.936], [-4.315, 4.406, 3.284], [-5.113, 4.539, 1.697], [-5.983, 3.807, 3.071], [-2.599, 4.440, 2.058], [-0.280, 4.020, 1.548], [1.134, 0.398, 1.156], [-0.945, -0.228, 1.720], [-3.337, 0.145, 2.100], [-1.786, -0.153, -3.994], [-1.070, 0.350, -2.764], [0.022, -0.566, -2.476], [0.806, -0.197, -1.437], [1.924, -1.102, -1.257], [2.653, -1.284, -0.048], [2.187, -1.081, 1.096], [4.049, -1.921, -0.131], [4.071, -3.395, 0.288], [3.429, -4.371, -0.698], [1.920, -4.177, -0.932], [1.558, -3.443, -2.217], [2.190, -2.054, -2.391], [0.547, 0.864, -0.844], [-2.619, 0.520, -4.214], [-1.127, -0.162, -4.869], [-2.201, -1.157, -3.852], [-0.652, 1.350, -2.933], [-1.745, 0.372, -1.898], [4.490, -1.779, -1.128], [4.678, -1.364, 0.577], [5.121, -3.689, 0.424], [3.583, -3.490, 1.268], [3.972, -4.346, -1.653], [3.575, -5.380, -0.283], [1.460, -5.174, -0.989], [1.461, -3.690, -0.063], [1.863, -4.041, -3.084], [0.469, -3.333, -2.272], [1.806, -1.594, -3.313], [3.278, -2.156, -2.488]],
  "forces_ev_per_angstrom": [[0.094, 0.142, -0.003], [-1.023, 0.066, 0.504], [0.208, -0.169, -0.178], [1.055, -0.342, -0.383], [-0.179, -0.480, 0.096], [0.046, -0.434, -0.112], [-0.705, 0.480, -0.081], [0.538, 0.372, 2.264], [-0.603, -0.174, -0.200], [2.391, -0.864, -0.062], [-2.039, 0.565, -0.014], [0.013, 2.386, 0.702], [-0.051, -2.140, -0.892], [0.196, 0.312, -0.280], [0.004, 0.592, 0.205], [-0.237, 0.280, 0.037], [0.085, -0.130, -0.154], [0.073, -0.072, 0.151], [-0.205, -0.110, -0.097], [-0.015, -0.015, 0.114], [0.191, 0.063, -0.071], [0.155, -0.408, -0.153], [-0.052, -0.242, -0.062], [0.143, 0.279, -0.150], [-0.119, 0.082, -0.145], [0.243, 0.275, 0.010], [-0.094, -0.021, -0.183], [0.558, -0.455, 0.160], [-1.358, 0.582, -0.714], [1.710, -0.633, 1.003], [-0.683, 0.599, -0.174], [-0.635, -0.296, -0.091], [0.454, 0.051, -0.083], [0.075, 0.309, 0.232], [0.159, 0.076, -0.111], [-0.055, -0.230, 0.262], [-0.020, -0.325, -0.007], [-0.069, 0.311, -0.296], [0.209, 0.288, -0.067], [-0.399, -0.147, -0.840], [0.008, -0.022, -0.020], [-0.051, -0.061, 0.164], [0.151, 0.108, 0.025], [-0.189, -0.159, 0.176], [0.211, 0.170, -0.173], [-0.047, -0.134, 0.307], [-0.247, 0.016, -0.126], [-0.138, -0.006, 0.056], [0.044, 0.074, -0.168], [-0.103, 0.013, 0.064], [0.073, 0.134, -0.148], [-0.008, 0.150, 0.017], [0.141, 0.052, -0.144], [-0.044, -0.210, 0.029], [0.070, -0.014, 0.003], [0.297, -0.376, 0.078], [-0.227, -0.156, -0.280]],
  "mulliken_charge": [-0.89, 0.07, -1.17, 1.69, -0.49, -1.03, 0.74, 0.36, 0.73, 0.23, -0.73, -0.53, -0.71, -0.76, -0.88, 0.26, 0.31, 0.28, 0.38, 0.34, 0.32, 0.33, 0.28, 0.28, 0.42, 0.15, -1.31, -0.07, -0.17, 0.45, -0.04, 1.25, -0.84, -0.96, -0.64, -0.78, -0.68, -0.77, -1.87, -0.64, 0.42, 0.30, 0.29, 0.31, 0.21, 0.45, 0.37, 0.44, 0.27, 0.38, 0.32, 0.42, 0.32, 0.32, 0.38, 0.47, 0.45],
  "lumo_energy_ev": 2.39,
  "total_charge": -1,
  "largest_force_ev_per_a": 2.54,
  "e_tot_ha": -1283.21295,
  "e_above_lowest_kcal_mol": 0.0
}

***

{
  "formula": "C12H18GeN2O3RuS2",
  "method": "wB97M-V/def2-TZVPD",
  "elements": ["Ru", "O", "N", "C", "C", "C", "C", "C", "S", "H", "H", "H", "H", "S", "C", "N", "C", "Ge", "C", "C", "C", "H", "H", "H", "H", "H", "H", "H", "H", "H", "H", "H", "C", "O", "C", "O", "H", "H", "H"],
  "positions_angstrom": [[0.096, -0.148, 0.485], [-1.086, -1.017, 2.096], [-2.335, -1.277, 1.772], [-3.146, -1.746, 2.749], [-4.455, -2.045, 2.492], [-4.956, -1.862, 1.203], [-4.117, -1.387, 0.225], [-2.783, -1.089, 0.511], [-1.685, -0.501, -0.722], [-2.661, -1.845, 3.707], [-5.077, -2.414, 3.294], [-5.988, -2.089, 0.976], [-4.460, -1.228, -0.788], [1.208, 4.190, 1.710], [0.696, 2.714, 1.403], [0.335, 1.611, 1.188], [3.546, -2.326, 2.840], [2.512, -0.731, 2.361], [3.719, 0.706, 1.860], [1.358, -0.269, 3.861], [1.518, -1.457, 0.738], [4.122, -2.133, 3.747], [4.237, -2.590, 2.041], [2.884, -3.171, 3.025], [4.365, 0.938, 2.709], [3.180, 1.604, 1.569], [4.340, 0.391, 1.022], [1.991, 0.079, 4.679], [0.802, -1.145, 4.195], [0.651, 0.516, 3.605], [1.098, -2.399, 1.106], [2.241, -1.612, -0.062], [2.996, 1.484, -2.055], [2.284, 0.998, -0.911], [1.058, 0.468, -1.161], [0.647, 0.379, -2.297], [3.920, 1.906, -1.669], [2.415, 2.247, -2.570], [3.206, 0.673, -2.751]],
  "forces_ev_per_angstrom": [[-0.128, 0.110, 0.044], [-0.045, 0.033, -0.018], [0.028, -0.004, -0.053], [-0.016, -0.003, 0.016], [0.005, 0.000, 0.005], [-0.003, 0.002, -0.009], [-0.008, -0.002, -0.016], [0.011, 0.002, 0.038], [0.070, -0.156, 0.020], [-0.001, 0.001, 0.000], [0.003, 0.001, 0.002], [0.001, 0.001, -0.005], [-0.002, -0.002, 0.000], [-0.060, -0.038, 0.060], [0.117, 0.034, -0.103], [-0.003, 0.043, 0.107], [0.013, 0.000, 0.000], [0.104, -0.020, -0.039], [0.014, 0.011, 0.013], [-0.005, -0.001, 0.003], [-0.112, 0.006, -0.043], [0.005, 0.006, -0.003], [-0.002, -0.010, 0.001], [0.004, -0.002, 0.007], [0.000, -0.006, 0.002], [-0.004, 0.005, 0.002], [0.000, 0.007, 0.000], [-0.003, -0.009, 0.006], [-0.011, 0.005, -0.005], [0.004, 0.010, 0.005], [-0.010, 0.010, 0.011], [-0.001, -0.013, 0.000], [-0.010, -0.011, 0.004], [0.025, 0.031, 0.030], [0.001, -0.093, -0.099], [0.015, 0.049, 0.020], [0.002, 0.000, -0.001], [0.003, 0.003, 0.000], [-0.002, 0.000, -0.002]],
  "mulliken_charge": [0.16, -0.60, 0.48, -0.30, -0.61, -0.24, -0.85, 0.97, -0.53, 0.45, 0.41, 0.39, 0.43, -0.39, 0.35, -0.67, -1.25, 0.58, -0.99, -1.06, -1.14, 0.38, 0.37, 0.38, 0.42, 0.23, 0.28, 0.42, 0.28, 0.34, 0.53, 0.55, -0.81, -0.02, 0.84, -0.60, 0.23, 0.30, 0.31],
  "lumo_energy_ev": -0.96,
  "largest_force_ev_per_a": 0.17,
  "e_tot_ha": -3771.41111,
  "e_above_lowest_kcal_mol": 0.0
}

***

{
  "formula": "C5H6F2O",
  "method": "wB97M-V/def2-TZVPD",
  "elements": ["C", "C", "C", "C", "C", "O", "F", "F", "H", "H", "H", "H", "H", "H"],
  "positions_angstrom": [[0.766, -0.274, -1.291], [-1.146, 2.065, -1.363], [0.391, 0.141, -0.102], [0.564, -0.219, 1.298], [-0.398, 2.150, -0.135], [-0.703, 2.015, -2.466], [-1.127, 2.406, 0.976], [0.719, 2.776, 0.096], [0.601, 0.234, -2.310], [1.259, -1.276, -1.363], [-2.163, 1.837, -1.075], [-0.245, -0.824, 1.635], [0.581, 0.761, 2.028], [1.353, -0.934, 1.371]],
  "forces_ev_per_angstrom": [[0.068, -0.580, -1.036], [-0.164, -0.160, 0.845], [-1.339, 3.477, -1.407], [-0.542, 2.052, 1.527], [1.465, -3.209, 2.088], [0.505, 0.329, -1.387], [-0.711, -0.527, -0.344], [1.426, 1.079, -0.973], [-0.030, -0.591, 1.957], [-0.192, 0.906, 0.109], [-1.037, -0.144, -0.293], [-1.226, -0.138, 0.319], [0.465, -2.623, -1.824], [1.312, 0.128, 0.418]],
  "mulliken_charge": [-0.64, -0.14, 0.40, -1.00, 0.67, -0.48, -0.26, -0.24, 0.24, 0.25, 0.32, 0.27, 0.25, 0.37],
  "lumo_energy_ev": 0.08,
  "largest_force_ev_per_a": 4.10,
  "e_tot_ha": -468.95123,
  "e_above_lowest_kcal_mol": 73.8
}

***

{
  "formula": "C3H11NO3S",
  "method": "wB97M-V/def2-TZVPD",
  "elements": ["N", "C", "C", "O", "C", "S", "H", "H", "H", "H", "H", "H", "H", "O", "H", "H", "O", "H", "H"],
  "positions_angstrom": [[-1.991, 1.199, 0.626], [-1.330, 0.576, -0.495], [-1.764, -0.876, -0.572], [-0.970, -1.769, -0.725], [0.217, 0.697, -0.525], [0.763, 2.410, -0.180], [-2.266, 0.565, 1.354], [-1.711, 2.138, 0.834], [-1.657, 1.125, -1.389], [-2.848, -1.056, -0.416], [0.562, 0.005, 0.236], [0.727, 0.377, -1.431], [0.761, 2.307, 1.166], [1.879, -2.134, -1.086], [1.062, -1.859, -0.652], [1.631, -2.088, -2.013], [2.373, -0.122, 1.819], [2.035, -0.814, 2.404], [2.528, -0.682, 1.046]],
  "forces_ev_per_angstrom": [[-0.399, -0.845, -0.628], [0.519, 0.870, -0.745], [0.225, 0.662, 0.072], [-0.348, -0.262, -0.042], [-0.369, -0.113, 0.967], [0.007, -0.444, 0.179], [0.268, 0.437, 0.484], [0.064, -0.029, 0.332], [-0.329, -0.420, -0.213], [0.150, -0.127, -0.121], [0.438, 0.390, 0.312], [-0.473, 0.132, -0.303], [0.061, -0.011, -0.293], [0.095, 0.170, 0.182], [-0.156, -0.213, -0.046], [0.140, -0.093, -0.141], [-0.247, -0.912, -0.049], [0.000, 0.375, 0.467], [0.355, 0.433, -0.415]],
  "mulliken_charge": [-0.53, 0.39, -0.11, -0.50, -0.37, -0.22, 0.17, 0.21, 0.18, 0.40, -0.08, 0.31, 0.15, -0.64, 0.34, 0.31, -0.65, 0.32, 0.31],
  "lumo_energy_ev": 0.39,
  "smiles": "N[C@H](C=O)CS.O.O",
  "largest_force_ev_per_a": 1.26,
  "e_tot_ha": -799.53783,
  "e_above_lowest_kcal_mol": 32.6
}

***

{
  "formula": "C9H7NO2",
  "method": "wB97M-V/def2-TZVPD",
  "elements": ["N", "C", "C", "C", "O", "O", "C", "C", "C", "C", "C", "C", "H", "H", "H", "H", "H", "H", "H"],
  "positions_angstrom": [[-0.954, 2.684, -0.065], [-0.758, 1.323, -0.072], [-2.037, 0.630, -0.158], [-2.038, -0.831, 0.050], [-2.882, -1.619, 0.321], [-0.796, -1.401, -0.196], [0.426, -0.803, -0.098], [1.548, -1.643, -0.104], [2.758, -1.007, -0.095], [2.877, 0.355, 0.164], [1.788, 1.203, 0.242], [0.508, 0.595, 0.019], [-0.258, 3.348, -0.108], [-1.867, 3.065, -0.380], [-3.000, 1.126, -0.002], [1.298, -2.729, -0.147], [3.740, -1.498, -0.260], [3.919, 0.828, 0.280], [1.832, 2.307, 0.376]],
  "forces_ev_per_angstrom": [[-1.470, -0.674, -0.264], [-4.543, -0.803, -0.356], [2.743, -0.809, 1.145], [1.074, 1.679, -0.752], [-1.277, 0.002, 0.209], [1.608, -0.704, 0.050], [-1.186, 0.488, 0.252], [-1.379, -0.296, -0.376], [1.808, -0.466, 0.223], [1.714, 2.196, 0.158], [-1.417, -0.431, -0.597], [0.336, 0.768, 0.250], [1.943, 1.165, -0.086], [1.116, -0.885, 0.520], [0.563, 0.057, -0.257], [0.785, 0.953, -0.170], [-1.008, -0.177, 0.327], [-1.699, -0.975, -0.269], [0.289, -1.086, -0.007]],
  "mulliken_charge": [-0.45, 1.07, -0.85, 0.38, -0.58, -0.40, 0.28, -0.45, -0.38, -0.42, -0.69, 0.56, 0.16, 0.21, 0.32, 0.41, 0.33, 0.26, 0.25],
  "lumo_energy_ev": -0.04,
  "smiles": "Nc1cc(=O)oc2ccccc12",
  "largest_force_ev_per_a": 4.63,
  "e_tot_ha": -552.38038,
  "e_above_lowest_kcal_mol": 29.4
}

***

What is the formula in the fourth record?
C5H6F2O